# 1
Molecular formula: C4H5F3O
Method: DFT, ωB97M-V with the def2-TZVPD basis set

Its relative energy (zero: lowest compared OMol25 entry of this formula, charge and spin) is 47.4 kcal per mole. The value obtained for the frontier orbital gap (spin up / spin down) is 6.7 / 9.8 eV. For the energy, the calculation gives -14422.71614 eV.

```
! RIJCOSX wB97M-V def2-TZVPD def2/J DEFGRID3
* xyz 0 3
C 0.546 -0.497 0.625
C -0.674 0.343 0.238
C 0.750 1.464 -0.858
C 1.601 0.454 -0.147
O -1.764 -0.219 -0.374
F 0.825 2.701 -0.444
F 2.599 0.989 0.781
F 2.373 -0.229 -1.088
H 0.699 -0.674 1.663
H 0.609 -1.464 0.311
H -0.905 1.131 0.957
H 0.952 1.393 -1.960
H -1.611 -0.785 -1.127
*
```

natural (NBO) population analysis, charges in e, atoms 1 to 2: -0.555, 0.109

=====

# 2
Molecular formula: C36H32FIrN8O7S
Method: DFT, ωB97M-V with the def2-TZVPD basis set

Its relative energy (zero: lowest compared OMol25 entry of this formula, charge and spin) is 111.1 kcal per mole. The value obtained for the frontier orbital gap (spin up / spin down) is 4.2 / 4.2 eV. For the energy, the calculation gives -80494.58709 eV.

```
! RIJCOSX wB97M-V def2-TZVPD def2/J DEFGRID3
* xyz 0 1
Ir 0.442 -2.237 0.884
S 1.934 -3.778 1.674
C 3.261 -2.632 1.535
N 4.361 -2.649 2.255
N 4.361 -3.480 3.266
C 5.491 -3.649 4.083
C 6.718 -3.088 3.752
C 7.804 -3.300 4.586
C 7.676 -4.060 5.742
C 6.442 -4.607 6.066
C 5.348 -4.404 5.241
N 3.294 -1.731 0.513
N 2.169 -1.512 -0.035
C 2.329 -1.116 -1.405
C 1.618 -0.037 -1.902
C 1.730 0.319 -3.236
C 2.575 -0.394 -4.076
C 3.317 -1.450 -3.563
C 3.200 -1.811 -2.229
H 3.507 -3.993 3.476
H 6.800 -2.496 2.851
H 8.762 -2.869 4.326
H 8.531 -4.227 6.384
H 6.326 -5.190 6.970
H 4.381 -4.822 5.497
H 1.016 0.549 -1.224
H 1.163 1.162 -3.618
H 2.657 -0.130 -5.122
H 3.987 -2.004 -4.208
H 3.753 -2.648 -1.824
O -4.030 -5.621 4.943
C -3.982 -4.382 4.840
O -4.631 -3.476 5.397
C -2.938 -3.881 3.851
C -2.884 -4.395 2.555
C -1.946 -3.929 1.663
N -1.056 -2.996 2.025
C -1.068 -2.504 3.279
C -1.998 -2.911 4.202
C 0.023 -1.510 3.585
O 0.100 -0.974 4.666
O 0.857 -1.275 2.592
H -3.575 -5.173 2.260
H -1.867 -4.293 0.647
H -1.988 -2.468 5.188
C -4.533 1.140 -4.079
C -3.059 0.846 -4.315
N -2.351 0.494 -3.081
C -1.987 -0.797 -2.872
C -1.476 -1.291 -1.716
C -1.035 -2.755 -1.734
O -1.531 -3.451 -2.608
O -0.158 -3.140 -0.886
C -1.347 -0.403 -0.613
O -1.079 -0.753 0.550
C -1.555 1.020 -0.890
C -1.195 1.952 0.080
C -1.345 3.283 -0.174
F -0.940 4.173 0.759
C -1.892 3.747 -1.380
C -2.264 2.816 -2.332
C -2.069 1.444 -2.118
N -2.109 5.127 -1.661
C -1.513 5.678 -2.873
C -2.523 6.667 -3.484
N -3.450 7.073 -2.371
C -2.647 7.435 -1.156
C -2.067 6.122 -0.587
H -5.006 1.451 -5.011
H -4.676 1.927 -3.337
H -5.044 0.248 -3.716
H -2.551 1.686 -4.793
H -2.957 -0.005 -4.984
H -2.126 -1.477 -3.704
H -0.771 1.605 1.016
H -2.725 3.169 -3.245
H -1.289 4.888 -3.583
H -0.571 6.191 -2.645
H -3.132 6.218 -4.266
H -2.044 7.564 -3.869
H -3.969 6.223 -2.124
H -4.099 7.804 -2.654
H -3.289 7.944 -0.442
H -1.870 8.122 -1.483
H -2.671 5.771 0.245
H -1.058 6.315 -0.217
*
```

Löwdin population analysis, charges in e, atoms 1 to 2: 1.188, 0.680

=====

# 3
Molecular formula: C27H37O3S4W
Method: DFT, ωB97M-V with the def2-TZVPD basis set

The value obtained for the frontier orbital gap (spin up / spin down) is 7.4 / 7.8 eV. For the energy, the calculation gives -79902.88280 eV.

```
! RIJCOSX wB97M-V def2-TZVPD def2/J DEFGRID3
* xyz 1 3
W -0.872 0.885 -0.686
C -4.179 2.043 -0.482
C -4.290 0.630 0.074
S -2.768 -0.048 0.796
C -2.707 0.884 2.364
C -2.119 2.295 2.353
S -0.510 2.239 1.550
C -0.213 3.919 0.951
C 0.778 3.848 -0.205
S 0.301 2.860 -1.657
C -0.988 3.829 -2.477
C -2.391 3.735 -1.887
S -2.855 1.997 -1.701
H -3.961 2.768 0.299
H -5.112 2.328 -0.969
H -4.574 -0.073 -0.711
H -5.066 0.575 0.840
H -2.140 0.251 3.043
H -3.727 0.913 2.751
H -1.998 2.622 3.386
H -2.764 3.012 1.848
H 0.215 4.527 1.747
H -1.162 4.364 0.651
H 1.707 3.369 0.114
H 1.027 4.851 -0.556
H -0.985 3.455 -3.502
H -0.664 4.870 -2.518
H -3.100 4.218 -2.560
H -2.460 4.226 -0.917
O -0.082 -1.493 0.977
C 1.316 -1.333 1.292
C 1.760 0.054 0.803
O 2.702 0.623 1.301
O 1.098 0.565 -0.223
C 2.130 -2.407 0.573
C 3.262 -2.125 -0.177
C 3.942 -3.150 -0.824
C 3.494 -4.458 -0.728
C 2.370 -4.747 0.036
C 1.700 -3.728 0.692
C 1.489 -1.437 2.803
C 2.731 -1.734 3.350
C 2.902 -1.772 4.726
C 1.832 -1.519 5.571
C 0.586 -1.234 5.032
C 0.422 -1.193 3.656
H -0.149 -2.139 0.264
H 3.626 -1.109 -0.257
H 4.824 -2.921 -1.407
H 4.022 -5.252 -1.238
H 2.024 -5.768 0.132
H 0.847 -3.962 1.319
H 3.575 -1.928 2.701
H 3.876 -2.003 5.136
H 1.967 -1.556 6.644
H -0.259 -1.058 5.686
H -0.554 -1.019 3.231
C 1.040 -1.674 -2.616
C -0.096 -0.923 -3.299
C 0.494 0.189 -4.174
C -0.888 -1.889 -4.183
C -1.040 -0.245 -2.299
H 1.731 -2.071 -3.363
H 0.672 -2.524 -2.034
H 1.597 -1.025 -1.945
H 1.087 -0.249 -4.981
H 1.149 0.843 -3.597
H -0.289 0.798 -4.636
H -0.233 -2.371 -4.911
H -1.678 -1.371 -4.731
H -1.352 -2.677 -3.585
H -2.071 -0.401 -2.655
*
```

Löwdin population analysis, charges in e, atoms 1 to 2: 0.848, -0.462